1.
9
Properties=species:S:1:pos:R:3:forces:R:3:lowdin_charge:R:1 method="wB97M-V/def2-TZVPD" lumo_energy_ev=0.92 homo_energy_ev=-9.16 gap_ev=10.1 relative_energy_kj_mol=138.2 smiles="C=CCl.S"
C -1.3162 -0.1623 -0.2095 -0.023 0.616 -0.007 -0.590
C -0.5991 0.9471 -0.1285 -0.344 0.209 0.144 -0.107
H 2.4363 0.2152 0.6200 0.359 0.021 -0.019 -0.178
H 1.1535 -1.2473 0.6375 0.932 0.424 0.145 -0.252
H -2.3940 -0.1794 -0.3291 0.186 -0.065 0.001 0.058
H 0.4794 0.9321 -0.0083 -0.666 0.241 -0.081 -0.056
H -1.0955 1.9102 -0.1834 -0.114 -0.147 -0.010 0.063
S 1.9554 -0.6671 -0.2650 1.942 -0.174 0.195 0.501
Cl -0.6198 -1.7485 -0.1337 -2.271 -1.126 -0.367 0.560



2.
10
Properties=species:S:1:pos:R:3:forces:R:3:lowdin_charge:R:1 method="wB97M-V/def2-TZVPD" lumo_energy_ev=1.00 homo_energy_ev=-9.94 gap_ev=10.9 relative_energy_kj_mol=532.6
C -0.2610 0.5163 -0.1139 -1.143 1.408 -0.249 -0.130
C 0.6538 -0.6071 0.0383 3.533 2.845 -0.962 -0.071
N 2.3350 -0.0345 -0.4947 -3.684 -0.659 0.023 -0.022
F 2.4636 1.2200 0.1251 0.224 -0.690 0.320 -0.085
F 3.1622 -0.8897 0.1862 0.286 0.175 0.616 -0.069
H -0.6201 1.0298 -1.0382 1.855 -0.386 0.012 0.104
H -1.2632 0.2919 0.1522 -0.996 -1.108 1.156 0.064
H 0.0818 1.1690 0.6658 -0.189 1.235 -0.097 0.069
H 0.7791 -0.8839 1.0419 0.415 -0.191 1.423 0.085
H 0.5797 -1.4310 -0.5350 -0.302 -2.630 -2.242 0.054



3.
12
Properties=species:S:1:pos:R:3:forces:R:3:lowdin_charge:R:1 method="wB97M-V/def2-TZVPD" lumo_energy_ev=0.22 homo_energy_ev=-9.45 gap_ev=9.7 relative_energy_kj_mol=201.7 smiles="C=NP(F)(F)=NC"
C 1.9721 -1.5595 0.6557 -2.249 -1.451 -0.041 -0.177
C -2.1337 0.7556 -0.0261 -1.199 -3.772 -3.725 -0.242
N 1.3888 -1.4560 -0.4633 -0.555 3.189 -1.006 -0.050
N -0.7678 1.0241 0.0402 2.058 -0.936 0.086 -0.226
F 1.6888 1.2807 0.3259 -0.780 -0.973 -0.694 -0.179
F 1.0200 0.9662 -1.9100 -0.208 -0.542 0.100 -0.141
P 0.5476 0.4962 -0.4939 1.780 -0.664 1.205 0.671
H 2.3873 -2.5511 0.9300 0.356 0.748 -0.308 0.081
H 1.5576 -0.9327 1.4094 1.062 0.716 1.351 0.037
H -2.7082 1.3506 0.5789 -1.153 1.083 2.133 0.026
H -2.4717 -0.4209 -0.0028 0.928 2.786 0.517 0.128
H -2.4807 1.0468 -1.0440 -0.040 -0.184 0.382 0.072



4.
10
Properties=species:S:1:pos:R:3:forces:R:3:lowdin_charge:R:1 method="wB97M-V/def2-TZVPD" lumo_energy_ev="-0.92 / 0.49" homo_energy_ev="-8.15 / -8.60" gap_ev="7.2 / 9.1" relative_energy_kj_mol=323.9
C -0.3392 -1.3399 -0.7480 1.207 -2.157 2.064 -0.027
C 0.2687 -0.6235 0.4577 -1.218 1.412 -0.806 -0.471
F -0.3680 -0.5870 1.6465 0.353 -0.526 -0.800 0.057
F 1.5602 -0.7285 0.6122 0.776 -0.444 0.442 0.091
P -0.0223 2.3777 -0.3130 1.441 0.613 0.097 0.567
H -0.7665 -0.6142 -1.3952 -0.264 0.373 -0.777 0.032
H 0.5588 -1.9295 -1.2146 -1.973 1.053 0.566 0.120
H -1.1566 -2.0439 -0.3499 1.212 0.852 -0.801 0.105
H 0.9400 3.2691 0.4276 -0.698 -0.965 -0.891 -0.191
H -0.6752 2.2196 0.8768 -0.836 -0.211 0.906 -0.282



5.
10
Properties=species:S:1:pos:R:3:forces:R:3:lowdin_charge:R:1 method="wB97M-V/def2-TZVPD" lumo_energy_ev=0.41 homo_energy_ev=-10.15 gap_ev=10.6 relative_energy_kj_mol=0.2 smiles="C=C.FPF"
C -1.2348 -0.6753 0.3824 0.472 -0.139 0.188 -0.095
C -1.7579 -0.2239 -0.7552 3.148 -0.476 -0.119 -0.086
F 1.3344 0.7932 -0.7891 0.368 0.727 0.226 -0.340
F 2.5446 -0.4351 0.8286 -0.975 1.059 0.424 -0.387
P 1.8073 1.0512 0.7179 1.943 -1.750 -0.263 0.834
H -1.9777 -1.1458 1.0632 1.195 0.339 0.043 0.056
H -0.0848 -0.6371 0.5798 -2.657 -0.285 -0.107 0.014
H 3.1710 1.6095 0.5661 -1.136 0.166 -0.419 -0.057
H -1.0693 0.0757 -1.5517 -0.356 0.374 0.251 0.043
H -2.7329 -0.4124 -1.0418 -2.001 -0.014 -0.223 0.017



6.
12
Properties=species:S:1:pos:R:3:forces:R:3:lowdin_charge:R:1 method="wB97M-V/def2-TZVPD" lumo_energy_ev=0.69 homo_energy_ev=-8.77 gap_ev=9.5 relative_energy_kj_mol=23.3
C -0.1306 -0.2120 0.0451 -0.818 -0.340 -0.017 -0.470
C 1.1120 -1.0000 0.3250 -0.435 -0.488 0.223 -0.148
H 1.4350 2.2462 0.5330 -0.358 -0.772 -0.922 0.131
H -0.6521 1.5448 -0.7976 0.568 -0.129 0.555 0.109
H 1.6486 -0.5987 1.1876 0.090 0.008 -0.129 0.121
H 0.7668 -2.0271 0.5399 0.389 0.390 -0.200 0.125
H -3.4522 -0.9920 -0.4756 0.152 0.211 0.023 -0.145
N -0.0314 1.1705 -0.0556 -0.973 0.031 -0.430 -0.053
N -1.2433 -0.8608 -0.0236 0.529 0.687 0.023 -0.313
O 1.2683 1.6356 -0.2295 0.622 0.925 0.750 -0.047
F 1.9415 -0.9854 -0.7824 0.047 -0.150 0.110 -0.030
S -2.6625 0.0789 -0.2663 0.189 -0.372 0.013 0.719



7.
11
Properties=species:S:1:pos:R:3:forces:R:3:lowdin_charge:R:1 method="wB97M-V/def2-TZVPD" lumo_energy_ev=0.58 homo_energy_ev=-8.71 gap_ev=9.3 relative_energy_kj_mol=29.3
C -0.1786 -0.0643 0.3038 -1.701 0.419 1.120 -0.533
C -1.4775 0.3097 1.0656 0.479 -0.333 0.614 -0.115
H 2.0355 -0.1569 -0.7931 0.011 -0.071 -0.166 -0.146
H -0.9405 0.5055 -1.5037 0.627 0.090 0.557 0.090
H 0.3154 -1.0270 1.8423 0.425 0.298 -0.768 0.068
H -1.5144 1.3792 1.3118 -0.196 -0.207 -0.634 0.128
H -2.3792 -0.1174 0.6427 -0.185 0.489 -0.672 0.118
N -0.0833 0.5585 -0.9349 0.130 -0.592 -0.241 -0.364
N 0.6775 -0.7632 0.9087 0.510 -0.166 -0.254 0.123
F -1.4337 -0.3184 2.3126 0.042 -0.027 0.225 -0.084
S 1.3227 0.1402 -1.8967 -0.144 0.100 0.218 0.716



8.
12
Properties=species:S:1:pos:R:3:forces:R:3:lowdin_charge:R:1 method="wB97M-V/def2-TZVPD" lumo_energy_ev="2.53 / 3.93" charge=-1 homo_energy_ev="-1.95 / -5.34" gap_ev="4.5 / 9.3" relative_energy_kj_mol=140.0
C 0.9314 -0.5464 -0.9312 2.897 -0.467 -1.148 -0.140
C 0.2157 -0.8287 0.3172 -2.513 2.464 2.939 -0.452
N -0.1568 -2.1403 0.3593 -0.778 -2.834 -0.033 0.043
O -0.0753 3.1105 0.0403 -0.072 -0.229 0.159 -0.644
O -2.4932 2.8191 0.6950 0.707 -0.324 -0.233 -0.650
F -0.8610 -2.5970 1.5954 1.139 1.653 -1.187 -0.195
S -1.2905 2.2477 0.0016 -0.686 0.406 -0.031 0.591
H 0.3481 -0.4431 -1.8189 -0.555 -0.383 -0.582 0.055
H 1.5500 0.3790 -0.8963 -0.647 -0.475 0.403 0.082
H 1.7086 -1.3980 -1.0078 -1.187 1.185 -0.439 0.098
H 0.8965 -0.4660 1.0863 -0.040 -0.280 0.892 0.112
H -0.7734 -0.1369 0.5593 1.735 -0.717 -0.740 0.099



9.
11
Properties=species:S:1:pos:R:3:forces:R:3:lowdin_charge:R:1 method="wB97M-V/def2-TZVPD" lumo_energy_ev="-1.80 / -1.80" homo_energy_ev="-7.41 / -7.41" gap_ev="5.6 / 5.6" relative_energy_kj_mol=318.3
C 0.2758 1.8449 0.3460 -1.051 2.268 3.062 -0.875
C -0.2612 -1.9146 -0.5353 0.003 0.513 3.469 -0.329
N 0.1264 0.5069 0.0549 1.276 -1.209 2.686 -0.446
F 0.7950 -0.2179 1.1846 -0.716 0.347 -1.600 -0.096
P -0.6201 -0.2506 -1.1043 -0.806 -0.209 -1.415 1.058
S -0.6187 2.9273 -0.7130 -0.019 -0.544 -0.847 0.338
H -0.2604 1.9979 1.4302 1.731 -0.522 -2.221 0.136
H 1.3651 1.9610 0.3873 -0.155 0.563 0.291 0.086
H -0.6103 -1.9737 0.5889 1.203 0.182 -1.909 0.098
H 0.7353 -2.3139 -0.6865 0.271 0.273 0.240 0.051
H -0.9268 -2.5672 -0.9529 -1.736 -1.661 -1.756 -0.021



10.
10
Properties=species:S:1:pos:R:3:forces:R:3:lowdin_charge:R:1 method="wB97M-V/def2-TZVPD" lumo_energy_ev=0.83 homo_energy_ev=-10.36 gap_ev=11.2 relative_energy_kj_mol=143.7 smiles=OC[C@@H](O)F
C -0.1666 0.7264 -0.4474 1.111 -2.883 -2.960 -0.216
C 0.1407 -0.5605 0.3968 -0.478 1.432 0.416 -0.401
O 0.9431 1.5276 -0.7282 2.597 -0.645 -0.712 -0.087
O -1.0522 -0.7006 1.0444 -1.828 -1.753 1.148 -0.016
F 0.3232 -1.6719 -0.4327 0.711 0.655 0.609 0.000
H -0.7889 0.3923 -1.4104 1.680 0.182 1.545 0.165
H -0.8974 1.2934 0.0042 -1.074 1.435 1.709 0.085
H 0.9519 -0.4089 1.2193 -0.572 -0.639 -1.994 0.180
H 1.8100 1.0250 -0.9920 -2.903 1.023 0.689 0.152
H -1.2637 -1.6228 1.3460 0.757 1.193 -0.450 0.137



11.
11
Properties=species:S:1:pos:R:3:forces:R:3:lowdin_charge:R:1 method="wB97M-V/def2-TZVPD" lumo_energy_ev=-6.35 charge=+1 homo_energy_ev=-13.87 gap_ev=7.5
O 0.6219 0.5334 -1.6048 2.140 -0.818 0.065 -0.372
C -0.5521 0.4903 -0.9262 -1.618 0.362 0.406 -0.386
O -0.5046 -0.5449 0.0604 1.143 -0.453 -0.615 -0.216
C -0.9188 -0.1600 1.3480 -0.332 0.314 0.887 -0.105
Y 2.4165 -0.5219 -1.2426 -1.645 0.497 -0.241 2.020
H -1.3983 0.2108 -1.5817 0.387 0.399 0.016 0.143
H -0.7595 1.4504 -0.4059 0.088 -0.378 -0.398 0.137
H -1.1553 -1.0664 1.9197 0.032 0.295 -0.223 0.101
H -1.8109 0.4880 1.2966 0.265 -0.351 0.086 0.103
H -0.1186 0.3884 1.8680 -0.209 -0.035 -0.023 0.092
F 4.1796 -1.2681 -0.7316 -0.250 0.170 0.039 -0.518



12.
10
Properties=species:S:1:pos:R:3:forces:R:3:lowdin_charge:R:1 method="wB97M-V/def2-TZVPD" lumo_energy_ev=-0.38 homo_energy_ev=-9.77 gap_ev=9.4 relative_energy_kj_mol=34.3
C 1.4241 0.2319 0.7795 -0.096 0.802 2.131 -0.163
C 0.7121 1.0733 -0.1756 -0.754 -1.632 -1.403 -0.453
O -1.0594 -0.7706 -0.6309 0.378 -0.744 0.406 -0.570
F -3.6469 -1.5274 -1.0204 -0.688 -0.124 -0.146 -0.092
S -0.4773 0.4787 -1.1331 0.420 1.932 0.325 0.945
H 1.3637 -0.8081 0.4772 0.884 -0.184 -0.150 0.073
H 2.3810 0.7739 1.0279 -0.572 -1.469 -0.421 0.102
H 0.8732 0.2085 1.7335 0.063 0.106 -0.008 0.090
H -2.8199 -1.6080 -0.6230 0.666 0.235 0.036 0.015
H 1.2494 1.9476 -0.4350 -0.301 1.078 -0.771 0.053



13.
9
Properties=species:S:1:pos:R:3:forces:R:3:lowdin_charge:R:1 method="wB97M-V/def2-TZVPD" lumo_energy_ev=0.96 homo_energy_ev=-9.55 gap_ev=10.5 relative_energy_kj_mol=26.7 smiles=C[C@H](F)S
C -0.2837 0.0930 -0.5826 -1.832 1.022 0.047 -0.136
C -0.4966 -0.6165 0.7944 2.801 -2.536 -3.776 -0.833
F -1.7425 -0.4514 1.2157 -1.318 -0.077 0.721 -0.033
S 0.7537 -0.1278 2.0254 -1.316 0.651 -0.072 0.730
H -0.6040 1.1832 -0.5126 0.781 -1.140 -0.010 0.089
H -0.9422 -0.3262 -1.4144 0.761 0.161 1.265 0.090
H 0.7535 -0.0279 -0.8666 0.136 0.242 -0.084 0.053
H -0.2536 -1.7493 0.4166 -0.808 2.148 1.780 0.144
H 0.0191 1.0204 2.2154 0.795 -0.472 0.129 -0.103



14.
9
Properties=species:S:1:pos:R:3:forces:R:3:mulliken_spin:R:1 method="wB97M-V/def2-TZVPD" lumo_energy_ev="0.52 / -3.83" spin_multiplicity=3 homo_energy_ev="-6.12 / -10.97" gap_ev="6.6 / 7.1" relative_energy_kj_mol=288.1
C -0.5462 0.2444 0.7865 3.360 -2.246 -1.368 -0.058
C 0.1119 0.3362 -0.5773 -0.310 3.070 1.853 0.653
F -0.8640 -0.8615 -1.5946 -0.791 -1.970 -1.356 0.535
S 1.7225 -0.0911 -0.7328 0.732 -0.062 -0.489 0.785
H -0.3731 1.0596 1.3572 0.531 2.838 1.912 0.026
H -0.2190 -0.6183 1.3639 0.645 -0.190 -0.049 0.007
H -1.5213 0.0462 0.7474 -4.202 -0.308 -0.803 0.016
H -0.2154 1.2056 -1.2148 0.744 -1.261 0.553 -0.009
H 1.9046 -1.3211 -0.1356 -0.710 0.130 -0.254 0.044



15.
8
Properties=species:S:1:pos:R:3:forces:R:3:lowdin_charge:R:1 method="wB97M-V/def2-TZVPD" lumo_energy_ev="0.06 / 0.26" homo_energy_ev="-8.68 / -8.07" gap_ev="8.7 / 8.3" relative_energy_kj_mol=374.4
C -1.0710 0.8243 -0.0754 -0.579 -2.333 -0.483 0.074
C 0.9690 -1.0336 0.0241 -2.306 0.347 1.838 -0.685
I 2.6151 0.1278 -0.0226 0.305 0.095 0.113 0.754
H -1.8059 0.1899 0.3639 -0.579 -0.446 -0.470 0.000
H -0.6331 1.4159 0.5911 2.095 2.190 2.956 -0.063
H -1.0808 1.2897 -0.9995 -0.468 0.089 -2.016 -0.020
H 0.6745 -1.5896 -0.8229 0.073 -0.365 -0.923 -0.059
H 0.3322 -1.2244 0.9413 1.458 0.422 -1.016 -0.001



16.
10
Properties=species:S:1:pos:R:3:forces:R:3:lowdin_charge:R:1 method="wB97M-V/def2-TZVPD" lumo_energy_ev=-0.66 homo_energy_ev=-9.06 gap_ev=8.4 relative_energy_kj_mol=144.7
C -0.5378 -1.2367 -0.2309 4.609 -0.278 -0.884 -0.155
C 0.0313 0.1156 0.4324 0.458 -2.790 -1.250 -0.519
N -0.3109 2.3666 -0.3305 1.126 1.713 0.830 0.130
N -0.5595 1.2615 0.0448 -1.489 -1.353 -0.840 -0.112
I 2.4922 -0.3264 0.0463 -1.297 0.855 0.356 0.340
H -0.4270 -1.1379 -1.3299 -0.092 -0.087 0.584 0.064
H 0.2419 -2.1094 0.0733 -2.054 2.155 -0.571 0.073
H -1.5161 -1.5427 -0.0272 -1.581 0.118 0.825 0.033
H -0.1134 -0.0071 1.4612 0.311 0.121 1.795 0.066
H 0.6994 2.6165 -0.1395 0.011 -0.456 -0.845 0.079



17.
10
Properties=species:S:1:pos:R:3:forces:R:3:lowdin_charge:R:1 method="wB97M-V/def2-TZVPD" lumo_energy_ev=0.43 homo_energy_ev=-9.05 gap_ev=9.5 relative_energy_kj_mol=233.3
C 0.9623 0.1591 1.0450 0.506 -0.616 2.247 0.024
C -1.1148 -1.0811 -0.2791 -2.561 -0.146 -1.851 -0.567
N 1.6290 1.2450 -0.9145 1.172 0.994 -2.811 0.074
N 1.4384 0.8025 0.1860 -1.317 0.281 0.109 -0.233
I -2.4995 0.4998 0.2923 0.257 -0.011 -0.214 0.592
H -0.9846 -1.5366 0.7014 0.443 -0.459 -0.857 -0.026
H 1.3260 -0.0342 2.0359 0.001 -0.007 0.169 0.073
H -1.7001 -1.6165 -1.1241 0.852 0.236 2.003 0.028
H -0.3093 -0.6169 -0.8163 0.561 0.103 0.453 -0.051
H 1.2525 2.1789 -1.1266 0.086 -0.374 0.752 0.086



18.
12
Properties=species:S:1:pos:R:3:forces:R:3:lowdin_charge:R:1 method="wB97M-V/def2-TZVPD" lumo_energy_ev=-0.50 homo_energy_ev=-8.68 gap_ev=8.2 relative_energy_kj_mol=141.1
C 1.4418 1.3552 -1.2655 -3.717 -0.589 1.200 0.018
C 0.4932 1.4468 -0.3228 0.308 -0.044 0.557 -0.305
N -0.1960 -2.0596 -0.3419 -2.569 -2.771 -4.432 -0.336
N 0.0816 -2.0608 0.7064 1.695 1.121 4.805 0.209
N -0.4283 -2.4749 -1.4905 0.751 0.489 -1.166 0.057
N -0.5402 0.4765 -0.4692 -0.354 1.265 2.129 -0.526
I -2.5105 0.7491 0.2116 1.011 0.220 -0.391 0.677
H 2.2873 1.9116 -1.2259 2.465 1.284 -0.363 0.020
H 1.0283 0.7279 -2.0329 1.391 -0.246 -1.059 0.058
H 0.5083 2.0974 0.5493 0.032 -0.321 -0.034 0.098
H -0.5182 0.4459 -1.4391 -1.264 -0.987 -2.242 -0.031
H -1.3705 -2.4386 -1.8890 0.250 0.580 0.997 0.062



19.
10
Properties=species:S:1:pos:R:3:forces:R:3:lowdin_charge:R:1 method="wB97M-V/def2-TZVPD" lumo_energy_ev=3.79 charge=-1 homo_energy_ev=-3.33 gap_ev=7.1 relative_energy_kj_mol=228.5
I -0.2095 1.1029 -2.1800 -0.721 1.441 -5.536 0.093
O 0.8799 -0.8439 1.5321 2.778 -3.479 5.085 0.037
C 0.3580 -0.1865 0.7336 -2.416 2.160 -4.704 -0.715
N 0.7193 1.0754 0.4462 0.566 0.276 2.761 0.014
C -0.7100 -0.8646 -0.1429 -1.544 0.279 1.340 -0.218
H 1.4792 1.4373 1.0046 0.061 -0.145 -0.066 0.091
H 0.5670 1.3863 -0.5026 0.301 0.740 0.613 -0.332
H -1.4567 -1.2704 0.5397 0.552 -1.080 0.677 0.060
H -0.2090 -1.6105 -0.7599 -0.436 0.089 0.004 0.063
H -1.4183 -0.2260 -0.6708 0.859 -0.280 -0.172 -0.093



20.
12
Properties=species:S:1:pos:R:3:forces:R:3:lowdin_charge:R:1 method="wB97M-V/def2-TZVPD" lumo_energy_ev="-1.12 / -1.12" homo_energy_ev="-8.93 / -8.93" gap_ev="7.8 / 7.8" relative_energy_kj_mol=193.3 smiles="C=[S@](=O)(O)I.C=O"
C 0.5720 -0.6631 -1.9509 0.665 2.218 0.279 -0.157
C 0.0472 1.3380 0.1057 -0.902 1.055 1.729 -0.284
O 1.0963 -0.6157 1.3668 0.164 -0.340 0.999 -0.390
O -1.2492 -0.8995 0.6591 -0.707 1.740 1.263 -0.287
O -0.3475 -1.3128 -1.5449 -0.113 -0.176 -1.135 -0.037
S -0.1374 0.0964 1.2005 0.729 0.044 -1.761 0.244
I -1.1675 0.5187 3.4055 0.072 -0.047 0.127 0.521
H 0.5651 0.4600 -2.2782 -0.807 -1.766 0.042 0.101
H 1.6035 -0.9896 -1.8640 0.523 -0.653 -0.095 0.080
H -1.0060 1.7259 -0.0957 1.562 -0.025 0.060 0.059
H 0.8487 2.0648 0.5604 -1.728 -1.259 -0.992 0.079
H -0.8252 -1.7231 0.4359 0.543 -0.791 -0.516 0.072



Summary of E_tot in a.u.
-937.50556; -333.49898; -729.77095; -620.14966; -620.27295; -761.92593; -686.73019; -782.39073; -973.18581; -329.50770; -367.65458; -652.44393; -577.22452; -577.02190; -376.73044; -486.30204; -486.26829; -595.76270; -506.94206; -1000.65828
(order as listed above)
Summary of maximum force in eV/A
2.56; 4.64; 5.43; 3.22; 3.19; 1.34; 2.08; 4.59; 3.95; 4.28; 2.29; 2.28; 5.34; 4.29; 4.23; 4.70; 3.20; 5.82; 6.76; 2.36
(order as listed above)
Summary of molecular weight in g/mol
96.6; 81.1; 126.0; 98.0; 98.0; 124.1; 108.1; 126.1; 125.1; 80.1; 169.0; 96.1; 80.1; 80.1; 156.0; 184.0; 184.0; 212.0; 186.0; 236.0
(order as listed above)